{"formula": "C46H67Cl5N4O2P3SiSr", "method": "ωB97M-V with the def2-TZVPD basis set", "multiplicity": 1, "e_tot_ev": -158039.1966, "homo_energy_ha": -0.1427, "relative_energy_kcal_mol": 6.3, "gap_ev": 6.05, "charge": -1, "lumo_energy_ev": 2.165, "max_force_ev_per_a": 1.2, "elements": ["Sr", "C", "C", "C", "P", "C", "C", "C", "C", "C", "C", "C", "C", "C", "Si", "C", "C", "C", "C", "C", "C", "P", "C", "C", "C", "C", "C", "C", "C", "C", "C", "C", "C", "C", "P", "C", "C", "C", "C", "C", "C", "H", "H", "H", "H", "H", "H", "H", "H", "H", "H", "H", "H", "H", "H", "H", "H", "H", "H", "H", "H", "H", "H", "H", "H", "H", "H", "H", "H", "H", "H", "H", "H", "H", "H", "H", "H", "H", "H", "H", "H", "H", "H", "H", "H", "H", "H", "H", "H", "H", "H", "H", "H", "H", "H", "N", "C", "C", "N", "C", "C", "N", "H", "H", "H", "H", "H", "H", "H", "H", "H", "H", "H", "H", "H", "O", "N", "O", "Cl", "C", "C", "C", "Cl", "C", "Cl", "C", "Cl", "C", "Cl"], "positions_angstrom": [[0.8477, 1.8229, -0.2965], [-5.3065, -2.7917, -0.4106], [-4.1781, -1.8837, -0.8923], [-3.2632, -2.6494, -1.8494], [-3.0719, -1.0294, 0.3423], [-4.2197, -0.2059, 1.5802], [-5.2199, 0.6443, 0.7913], [-4.9351, -0.9603, 2.6985], [-2.2514, -2.4218, 1.2103], [-3.0051, -3.3363, 1.9606], [-2.4222, -4.4272, 2.5766], [-1.0575, -4.6306, 2.4243], [-0.3122, -3.7377, 1.6767], [-0.8617, -2.6021, 1.0552], [0.3365, -1.4301, 0.0120], [1.9486, -1.9035, 0.9845], [2.8786, -2.8207, 0.4871], [3.9730, -3.2492, 1.2227], [4.1499, -2.7945, 2.5173], [3.2503, -1.8775, 3.0388], [2.1815, -1.3964, 2.2847], [1.0220, -0.1170, 2.9271], [0.0782, -1.0800, 4.2237], [0.8002, -1.4604, 5.5133], [-1.2766, -0.4339, 4.5185], [2.0228, 1.1998, 3.8056], [3.2869, 0.8990, 4.6085], [1.0629, 2.0490, 4.6463], [0.6374, -2.6099, -1.5167], [0.2297, -3.9537, -1.5273], [0.6633, -4.8607, -2.4788], [1.5678, -4.4590, -3.4535], [1.9570, -3.1334, -3.4968], [1.4742, -2.2001, -2.5728], [1.7950, -0.4077, -2.8622], [0.8669, -0.1918, -4.4922], [-0.4753, -0.9272, -4.4451], [1.5892, -0.5577, -5.7872], [3.5733, -0.3886, -3.3794], [3.9750, 1.0325, -3.7701], [4.4328, -0.9045, -2.2279], [-5.8699, -3.1687, -1.2695], [-6.0103, -2.2758, 0.2438], [-4.9118, -3.6575, 0.1212], [-4.6221, -1.0478, -1.4470], [-2.8340, -3.5216, -1.3524], [-2.4279, -2.0406, -2.1986], [-3.8232, -2.9972, -2.7207], [-3.5356, 0.4904, 2.0839], [-5.9966, 0.0208, 0.3427], [-4.7395, 1.2022, -0.0153], [-5.7118, 1.3639, 1.4501], [-5.6308, -1.7104, 2.3194], [-5.5168, -0.2483, 3.2920], [-4.2308, -1.4506, 3.3675], [-4.0699, -3.1997, 2.0641], [-3.0277, -5.1145, 3.1551], [-0.5753, -5.4846, 2.8852], [0.7487, -3.9277, 1.5708], [2.7378, -3.2343, -0.5048], [4.6729, -3.9553, 0.7905], [4.9820, -3.1422, 3.1178], [3.3995, -1.5333, 4.0510], [-0.1320, -2.0059, 3.6806], [1.0175, -0.5862, 6.1295], [1.7369, -1.9807, 5.3160], [0.1709, -2.1301, 6.1081], [-1.1753, 0.4808, 5.1066], [-1.9093, -1.1240, 5.0847], [-1.7950, -0.1859, 3.5909], [2.3429, 1.8006, 2.9493], [3.1205, 0.1791, 5.4112], [3.6395, 1.8269, 5.0705], [4.0835, 0.5337, 3.9637], [0.8153, 1.5548, 5.5873], [0.1208, 2.2542, 4.1323], [1.5309, 3.0053, 4.8999], [-0.4325, -4.3097, -0.7493], [0.3207, -5.8885, -2.4426], [1.9552, -5.1672, -4.1758], [2.6527, -2.8183, -4.2646], [0.6634, 0.8853, -4.5318], [-0.3293, -2.0012, -4.5759], [-1.1265, -0.5703, -5.2474], [-0.9984, -0.7969, -3.4975], [0.9713, -0.2651, -6.6409], [1.7508, -1.6340, -5.8622], [2.5493, -0.0545, -5.8899], [3.7088, -1.0460, -4.2432], [3.9059, 1.7064, -2.9142], [3.3489, 1.4422, -4.5644], [5.0104, 1.0390, -4.1212], [4.2238, -0.3688, -1.3001], [5.4906, -0.7634, -2.4637], [4.2613, -1.9652, -2.0416], [-1.2684, 1.4402, -2.0872], [-2.5201, 2.1903, -1.9663], [-2.5151, 3.0468, -0.6958], [-1.8892, 2.3042, 0.3692], [-1.2567, 2.9590, 1.4943], [-0.3094, 4.1048, 1.1561], [1.0210, 3.8287, 1.7025], [-1.0589, 1.2552, -3.0593], [-1.3534, 0.5401, -1.6111], [-3.3884, 1.5175, -1.9590], [-2.6255, 2.8444, -2.8336], [-3.5358, 3.3969, -0.4706], [-1.9202, 3.9456, -0.8790], [-2.3742, 1.4515, 0.6075], [-0.7000, 2.1782, 2.0292], [-1.9917, 3.3321, 2.2310], [-0.7332, 5.0422, 1.5421], [-0.1744, 4.3278, 0.0886], [1.0170, 3.7881, 2.7130], [1.6846, 4.5307, 1.3966], [3.3263, 2.4583, -0.7007], [3.8522, 1.8201, 0.2319], [3.0860, 0.9920, 0.7829], [1.7475, 6.8065, 0.4084], [1.4045, 6.4061, -1.2915], [1.2538, 5.0821, -1.6552], [1.0042, 4.9178, -3.0007], [0.8460, 3.2568, -3.6073], [0.8768, 5.9401, -3.9359], [0.5228, 5.6275, -5.6042], [1.0311, 7.2535, -3.5024], [0.8780, 8.5668, -4.6144], [1.3081, 7.4922, -2.1588], [1.5101, 9.1288, -1.6186]]}